No. 1
C27H30N5O2SeY | ωB97M-V/def2-TZVPD

The calculation puts the HOMO energy at -13.948 eV. Its total charge is +2. For the orbital gap, the calculation gives 7.185 eV. The value obtained for the LUMO energy is -6.76 eV. The total energy is -106411.28244 eV.

Positions of all 66 atoms, in Å:
Y 0.920 2.456 1.236
O -1.353 2.369 -2.277
C -0.839 2.714 -1.247
N 0.452 2.430 -0.837
C 1.239 1.590 -1.601
O 0.865 0.876 -2.498
C 2.697 1.611 -1.185
C 3.658 1.305 -2.138
C 4.996 1.322 -1.770
C 5.319 1.596 -0.447
C 4.298 1.864 0.451
N 3.006 1.887 0.100
C -1.612 3.543 -0.231
C -2.738 4.239 -0.648
C -3.467 4.969 0.281
C -3.074 4.919 1.611
C -1.944 4.193 1.958
N -1.203 3.537 1.056
H 3.340 1.071 -3.143
H 5.763 1.123 -2.502
H 6.344 1.610 -0.109
H 4.521 2.064 1.494
H -3.025 4.198 -1.687
H -4.325 5.552 -0.025
H -3.632 5.431 2.380
H -1.624 4.121 2.996
C -3.248 -1.323 2.791
C -2.959 -1.955 1.438
C -3.406 -1.101 0.252
C -2.439 0.043 -0.092
N -1.141 -0.473 -0.470
C -0.041 -0.551 0.297
Se 0.098 0.093 2.091
N 0.918 -1.253 -0.330
C 2.198 -1.644 0.215
C 2.187 -3.099 0.704
C 1.279 -3.351 1.910
C 1.909 -2.922 3.229
C 0.424 -1.649 -1.556
C 1.001 -2.353 -2.604
C 0.225 -2.549 -3.726
C -1.083 -2.059 -3.813
C -1.664 -1.353 -2.781
C -0.890 -1.152 -1.645
H -2.857 -1.956 3.581
H -4.317 -1.208 2.937
H -2.784 -0.345 2.889
H -3.483 -2.908 1.383
H -1.888 -2.170 1.363
H -4.378 -0.657 0.469
H -3.518 -1.734 -0.628
H -2.305 0.717 0.764
H -2.828 0.619 -0.937
H 2.444 -0.966 1.040
H 2.950 -1.533 -0.569
H 3.211 -3.361 0.976
H 1.886 -3.742 -0.123
H 1.068 -4.421 1.956
H 0.320 -2.832 1.786
H 2.815 -3.490 3.419
H 1.211 -3.100 4.042
H 2.161 -1.863 3.225
H 2.012 -2.718 -2.550
H 0.634 -3.083 -4.568
H -1.640 -2.227 -4.720
H -2.664 -0.961 -2.863

---

No. 2
CH5NOSi | ωB97M-V/def2-TZVPD

The energy relative to the best compared isomer or geometry (same formula, charge and spin) comes out at 2.399 eV. The calculation puts the HOMO energy at -10.315 eV. Its total charge is 0. For the orbital gap, the calculation gives 10.059 eV. The value obtained for the LUMO energy is -0.26 eV. The total energy is -12530.13344 eV.

Positions of all 9 atoms, in Å:
C 2.331 -1.074 1.606
N 1.945 -0.005 1.648
O -0.358 -0.125 1.414
Si -1.663 0.661 1.497
H 2.895 -2.041 1.566
H 2.598 0.778 -1.171
H 2.805 0.341 -1.780
H -2.251 0.949 2.883
H -2.353 1.153 0.363

---

No. 3
C14H40INO6PS5 | ωB97M-V/def2-TZVPD

The calculation puts the HOMO energy at -9.942 eV. Its total charge is +1. For the orbital gap, the calculation gives 6.841 eV. The value obtained for the LUMO energy is -3.10 eV. The total energy is -100497.56029 eV.

Positions of all 68 atoms, in Å:
O 4.193 -3.306 -1.059
P 3.591 -3.509 -2.607
I 4.343 -1.509 -3.847
C 1.734 -3.276 -2.502
C 1.072 -2.644 -1.235
C -0.463 -2.831 -1.622
N -0.519 -3.880 -2.725
C 0.846 -4.544 -2.621
H 4.962 -3.872 -0.995
H 1.497 -2.620 -3.364
H 1.302 -1.602 -0.984
H 1.139 -3.239 -0.309
H -0.697 -1.859 -2.081
H -1.152 -3.128 -0.829
H -0.574 -3.438 -3.638
H -1.146 -4.667 -2.580
H 1.096 -5.289 -3.380
H 0.835 -4.921 -1.589
C -0.543 1.352 1.611
S 0.626 0.692 0.418
O -0.149 -0.169 -0.539
C 1.476 -0.416 1.554
H -1.194 2.045 1.084
H -1.134 0.543 2.042
H -0.003 1.883 2.395
H 0.767 -1.122 1.988
H 1.955 0.166 2.341
H 2.235 -0.963 0.995
C -0.663 0.376 -3.884
S 0.764 1.378 -4.348
O 0.345 2.806 -4.292
C 0.771 0.895 -6.085
H -0.873 0.552 -2.829
H -1.527 0.663 -4.486
H -0.428 -0.679 -4.038
H -0.184 1.151 -6.545
H 0.953 -0.178 -6.163
H 1.572 1.436 -6.586
C 4.425 -2.259 3.229
S 3.354 -3.692 3.009
O 1.985 -3.295 3.450
C 4.090 -4.668 4.331
H 4.119 -1.491 2.522
H 4.327 -1.879 4.246
H 5.458 -2.544 3.030
H 4.014 -4.126 5.274
H 5.135 -4.870 4.094
H 3.546 -5.607 4.405
C -4.481 3.024 -1.763
S -3.138 3.257 -0.586
O -3.728 3.812 0.667
C -2.357 4.621 -1.466
H -5.129 2.233 -1.390
H -5.051 3.948 -1.859
H -4.068 2.732 -2.729
H -3.067 5.439 -1.580
H -2.015 4.274 -2.442
H -1.502 4.958 -0.882
C -2.953 4.374 3.663
S -2.677 5.208 5.234
O -1.377 4.711 5.773
C -3.988 4.355 6.129
H -2.210 4.727 2.951
H -2.849 3.297 3.795
H -3.948 4.613 3.291
H -3.817 3.278 6.097
H -4.951 4.598 5.680
H -3.973 4.695 7.163

---

No. 4
C19H19ClFNO5S2 | ωB97M-V/def2-TZVPD

The energy relative to the best compared isomer or geometry (same formula, charge and spin) comes out at 0.083 eV. The calculation puts the HOMO energy at -9.094 eV. Its total charge is 0. For the orbital gap, the calculation gives 9.450 eV. As for the SMILES: CSCC[C@@H](NS(=O)(=O)c1ccc(Cl)cc1)C(=O)OCC(=O)c1ccc(F)cc1. The value obtained for the LUMO energy is 0.36 eV. The total energy is -68649.24412 eV.

Positions of all 48 atoms, in Å:
C 0.792 2.842 3.762
H 1.399 3.568 4.294
H 1.272 1.868 3.754
H -0.189 2.774 4.221
S 0.536 3.395 2.053
C 2.277 3.380 1.476
C 2.377 2.920 0.030
H 3.422 2.954 -0.288
H 1.800 3.589 -0.613
C 1.840 1.498 -0.157
N 1.743 1.171 -1.565
S 1.100 -0.366 -1.821
O 1.637 -0.879 -3.042
O 1.247 -1.146 -0.620
C -0.649 -0.061 -2.036
C -1.414 -1.144 -2.432
C -2.781 -1.004 -2.590
C -3.366 0.229 -2.333
C -2.599 1.316 -1.936
C -1.229 1.168 -1.790
H -0.619 2.006 -1.500
H -3.070 2.267 -1.743
Cl -5.064 0.414 -2.515
H -3.391 -1.838 -2.897
H -0.921 -2.085 -2.618
H 2.642 1.219 -2.028
C 2.730 0.470 0.544
O 3.763 0.060 0.090
O 2.238 0.165 1.747
C 2.776 -0.958 2.428
H 3.735 -1.241 1.979
C 1.860 -2.187 2.393
O 2.297 -3.259 2.732
C 0.476 -1.996 1.910
C -0.269 -0.845 2.154
C -1.533 -0.704 1.616
C -2.044 -1.727 0.838
C -1.342 -2.896 0.607
C -0.082 -3.028 1.154
H 0.500 -3.920 0.985
H -1.782 -3.678 0.009
F -3.274 -1.583 0.302
H -2.120 0.185 1.787
H 0.125 -0.060 2.778
H 2.943 -0.673 3.473
H 0.836 1.418 0.270
H 2.673 4.391 1.580
H 2.823 2.707 2.134